Density functional theory data (ωB97M-V/def2-TZVPD) for C55H48CaN3O3STe as an isolated structure.

Summary:
LUMO (alpha / beta) in eV: 3.9 / 3.9
Energy relative to the best compared isomer or geometry (same formula, charge and spin) in kJ/mol: 0.0
Total charge: -2
DFT total energy in Eh: -3858.53678
Kohn-Sham gap (alpha / beta) in eV: 5.63 / 5.97
<S²>: 0.7838
2S+1: 2

Element x y z (Å)
Ca: 1.62 0.39 0.67
O: 5.63 1.01 -0.04
S: 5.17 -0.37 -0.03
O: 6.22 -1.35 0.18
N: 3.88 -0.63 0.85
C: 4.01 -0.63 2.22
C: 5.09 -0.17 2.96
C: 5.11 -0.22 4.36
C: 4.06 -0.73 5.08
C: 2.93 -1.20 4.39
C: 1.79 -1.74 5.04
C: 0.72 -2.16 4.31
C: 0.76 -2.04 2.91
N: 1.81 -1.58 2.28
C: 2.90 -1.16 2.97
C: 4.49 -0.65 -1.66
C: 5.25 -0.19 -2.73
C: 4.79 -0.34 -4.02
C: 3.55 -0.95 -4.25
C: 2.80 -1.41 -3.18
C: 3.28 -1.28 -1.89
H: 5.94 0.26 2.44
H: 5.99 0.16 4.88
H: 4.08 -0.77 6.16
H: 1.79 -1.79 6.12
H: -0.17 -2.56 4.79
H: -0.09 -2.30 2.29
H: 6.19 0.32 -2.53
H: 5.37 0.03 -4.85
H: 3.18 -1.04 -5.26
H: 1.84 -1.88 -3.36
H: 2.72 -1.69 -1.05
C: 1.67 2.77 -0.26
C: 1.56 3.97 0.05
C: 1.34 5.27 0.50
C: 0.01 5.59 1.02
C: -0.57 6.86 0.89
C: -1.87 7.10 1.34
C: -2.61 6.08 1.91
C: -2.06 4.81 2.03
C: -0.77 4.56 1.59
C: 2.43 6.24 0.44
C: 2.49 7.37 1.27
C: 3.56 8.25 1.22
C: 4.62 8.02 0.35
C: 4.59 6.88 -0.46
C: 3.53 6.01 -0.41
H: -0.02 7.65 0.41
H: -2.30 8.09 1.21
H: -3.63 6.27 2.25
H: -2.64 4.00 2.45
H: -0.36 3.57 1.67
H: 1.70 7.55 1.99
H: 3.58 9.11 1.88
H: 5.46 8.70 0.31
H: 5.42 6.68 -1.13
H: 3.52 5.11 -1.02
C: -4.48 -4.61 -6.43
C: -3.92 -3.83 -5.26
C: -4.38 -4.03 -3.97
C: -3.86 -3.33 -2.89
C: -4.44 -3.61 -1.52
C: -2.82 -2.40 -3.06
Te: -1.98 -1.12 -1.38
N: -0.69 -0.32 0.46
C: -0.89 0.57 1.37
O: 0.03 1.00 2.20
C: -2.25 1.21 1.60
C: -2.97 1.78 0.57
C: -4.22 2.36 0.80
C: -4.76 2.36 2.08
C: -4.03 1.80 3.13
C: -2.78 1.25 2.89
C: -1.68 -2.93 -0.28
C: -2.34 -3.14 0.94
C: -3.24 -2.12 1.57
C: -2.14 -4.34 1.63
C: -1.28 -5.33 1.16
C: -1.05 -6.60 1.94
C: -0.62 -5.09 -0.04
C: -0.80 -3.91 -0.76
C: -0.01 -3.73 -2.02
C: -2.35 -2.20 -4.38
C: -1.25 -1.21 -4.69
C: -2.90 -2.91 -5.45
H: -5.40 -5.12 -6.15
H: -3.77 -5.37 -6.77
H: -4.69 -3.96 -7.27
H: -5.19 -4.74 -3.80
H: -5.43 -4.06 -1.61
H: -4.52 -2.69 -0.94
H: -3.80 -4.29 -0.96
H: -2.55 1.79 -0.43
H: -4.76 2.81 -0.02
H: -5.73 2.80 2.26
H: -4.44 1.80 4.13
H: -2.19 0.85 3.70
H: -3.81 -1.56 0.83
H: -2.65 -1.39 2.12
H: -3.93 -2.60 2.27
H: -2.66 -4.49 2.57
H: -1.86 -6.77 2.65
H: -0.12 -6.55 2.50
H: -1.00 -7.46 1.27
H: 0.06 -5.84 -0.42
H: 0.70 -4.54 -2.15
H: 0.54 -2.78 -1.97
H: -0.65 -3.68 -2.90
H: -0.46 -1.26 -3.94
H: -1.63 -0.18 -4.67
H: -0.83 -1.40 -5.68
H: -2.52 -2.73 -6.45

Atom charges from the Löwdin analysis, given in e for atoms 1 to 4: Ca 1.2711; O -0.3272; S 0.5607; O -0.3276